1.
One molecule with the formula C5H8N2O, computed with ωB97M-V with the def2-TZVPD basis set.

* E_HOMO: -9.0 eV
* multiplicity: 1
* Kohn-Sham gap: 10.1 eV
* energy relative to the best compared isomer or geometry (same formula, charge and spin): 4.623 eV
* charge: 0

Last column: Löwdin charge in e.
Cartesian coordinates (Å):
C1 0.24 -0.42 0.22  -0.318
C2 1.48 0.29 0.46  -0.133
C3 1.91 1.52 0.23  0.011
C4 -1.48 1.32 0.05  -0.102
C5 -0.83 1.31 -1.37  -0.099
H1 -0.21 -3.32 0.57  0.097
H2 2.16 -0.36 1.01  0.099
H3 1.24 2.26 -0.19  0.033
H4 2.89 1.80 0.67  0.071
H5 -0.88 1.78 0.79  0.086
H6 -2.59 1.40 0.07  0.106
H7 0.16 1.83 -1.51  0.084
H8 -1.39 1.22 -2.31  0.097
N1 0.35 -1.62 0.60  0.015
N2 -0.93 0.08 -0.51  -0.032
O1 -0.66 -2.49 0.34  -0.016



2.
A 2-piece molecular cluster, C3H8S2 overall, computed with ωB97M-V with the def2-TZVPD basis set.

* E_HOMO: -9.0 eV
* multiplicity: 1
* Kohn-Sham gap: 9.6 eV
* energy relative to the best compared isomer or geometry (same formula, charge and spin): 1.321 eV
* charge: 0

Last column: Löwdin charge in e.
Cartesian coordinates (Å):
C1 -3.99 2.28 -0.81  -0.085
C2 -4.52 2.68 0.33  -0.086
H1 -2.94 2.14 -1.02  0.040
H2 -4.65 2.09 -1.66  0.044
H3 -3.88 2.91 1.18  0.044
H4 -5.57 2.77 0.57  0.045
C3 -0.11 -0.87 0.08  -0.516
S1 1.47 -1.18 0.89  0.355
S2 2.78 -0.65 -0.61  0.273
H5 -0.89 -1.43 0.58  0.029
H6 -0.05 -1.23 -0.95  0.016
H7 -0.43 0.17 0.02  0.029
H8 2.72 -1.66 -1.51  -0.187



3.
A 3-piece molecular cluster, C29H61N4O3P overall, computed with ωB97M-V with the def2-TZVPD basis set.

* E_HOMO (alpha / beta): -7.9 / -8.2 eV
* multiplicity: 3
* <S²>: 2.01
* Kohn-Sham gap (alpha / beta): 8.6 / 8.7 eV
* charge: 0

Last column: Mulliken spin population.
Cartesian coordinates (Å):
C1 3.48 0.75 1.60  0.012
N1 3.82 2.06 2.15  0.001
C2 4.39 2.97 1.16  0.001
P1 3.15 4.11 0.34  0.000
C3 2.89 3.11 -1.21  0.000
C4 4.03 3.36 -2.18  0.000
N2 4.04 2.83 -3.33  0.000
O1 1.84 3.69 1.23  0.000
C5 0.57 4.13 0.76  0.000
C6 -0.44 4.08 1.91  0.000
C7 0.07 4.92 3.10  0.000
C8 -0.76 2.64 2.35  0.000
C9 -1.63 1.75 1.44  -0.003
C10 -0.90 1.24 0.18  -0.002
C11 -3.00 2.37 1.10  0.010
H1 2.73 0.87 0.82  -0.003
H2 3.03 0.13 2.39  0.000
H3 4.34 0.21 1.18  -0.002
H4 4.52 1.94 2.87  0.000
H5 5.15 3.59 1.65  0.000
H6 4.90 2.44 0.34  0.000
H7 2.83 2.04 -1.01  0.000
H8 1.96 3.41 -1.70  0.000
H9 4.86 4.00 -1.83  0.000
H10 4.88 3.09 -3.84  0.000
H11 0.26 3.47 -0.05  0.000
H12 0.63 5.15 0.35  0.000
H13 -1.34 4.58 1.53  0.000
H14 -0.58 4.76 3.97  0.000
H15 0.04 5.99 2.86  0.000
H16 1.08 4.63 3.37  0.000
H17 0.20 2.13 2.52  0.000
H18 -1.26 2.70 3.33  0.000
H19 -1.84 0.85 2.04  -0.003
H20 -1.02 1.93 -0.66  0.000
H21 -1.32 0.27 -0.13  0.001
H22 0.17 1.10 0.36  0.000
H23 -3.80 1.90 1.68  0.004
H24 -3.26 2.19 0.05  -0.001
H25 -3.05 3.44 1.28  0.000
C12 -7.72 -2.02 2.44  0.015
C13 -6.92 -0.89 1.75  -0.016
C14 -7.65 -0.35 0.51  0.034
C15 -7.64 -1.31 -0.68  -0.023
C16 -6.21 -1.72 -1.02  0.032
C17 -5.46 -2.32 0.18  -0.002
N3 -5.56 -1.35 1.32  0.465
O2 -4.69 -0.42 1.28  0.481
C18 -6.02 -3.70 0.53  0.014
C19 -3.98 -2.48 -0.15  -0.007
C20 -6.74 0.25 2.75  -0.003
H26 -8.55 -2.37 1.84  0.000
H27 -7.09 -2.87 2.67  -0.010
H28 -8.12 -1.66 3.39  0.000
H29 -7.18 0.58 0.22  0.005
H30 -8.68 -0.11 0.80  0.001
H31 -8.25 -2.19 -0.47  -0.002
H32 -8.09 -0.82 -1.54  0.001
H33 -6.20 -2.45 -1.83  0.000
H34 -5.66 -0.84 -1.37  0.006
H35 -5.57 -4.08 1.45  -0.009
H36 -5.77 -4.39 -0.28  0.000
H37 -7.10 -3.72 0.64  0.001
H38 -3.54 -1.55 -0.50  0.007
H39 -3.88 -3.23 -0.94  0.000
H40 -3.42 -2.82 0.72  -0.001
H41 -6.14 -0.08 3.60  -0.003
H42 -7.72 0.55 3.11  0.000
H43 -6.25 1.11 2.30  0.008
C21 4.41 -4.29 -2.01  0.019
C22 4.39 -3.07 -1.06  -0.004
C23 3.13 -2.22 -1.25  0.031
C24 3.12 -1.41 -2.54  -0.009
C25 4.37 -0.56 -2.66  0.044
C26 5.66 -1.37 -2.53  -0.007
N4 5.59 -2.19 -1.27  0.435
O3 5.96 -1.55 -0.22  0.495
C27 5.86 -2.25 -3.78  0.026
C28 6.87 -0.45 -2.42  -0.005
C29 4.44 -3.58 0.38  -0.006
H44 3.63 -4.23 -2.77  0.000
H45 5.37 -4.39 -2.51  -0.010
H46 4.25 -5.20 -1.44  0.001
H47 3.06 -1.53 -0.40  -0.002
H48 2.27 -2.88 -1.19  0.003
H49 3.01 -2.07 -3.41  0.000
H50 2.24 -0.76 -2.55  0.000
H51 4.39 -0.02 -3.61  0.001
H52 4.36 0.20 -1.87  -0.014
H53 6.71 -2.92 -3.65  -0.012
H54 6.07 -1.59 -4.62  0.000
H55 4.99 -2.84 -4.04  0.001
H56 6.75 0.27 -1.61  0.003
H57 6.97 0.10 -3.35  0.000
H58 7.78 -1.02 -2.24  -0.001
H59 5.37 -4.12 0.57  -0.002
H60 3.61 -4.27 0.52  0.000
H61 4.36 -2.77 1.10  0.005



4.
A 5-piece molecular cluster, C21H33N6 overall, computed with ωB97M-V with the def2-TZVPD basis set.

* E_HOMO: -0.7 eV
* multiplicity: 1
* Kohn-Sham gap: 3.0 eV
* charge: -1

Last column: Löwdin charge in e.
Cartesian coordinates (Å):
C1 -4.16 0.00 3.39  -0.204
N1 -3.31 -1.17 3.55  -0.175
C2 -2.12 -1.06 2.67  -0.379
C3 -0.89 -0.75 3.58  -0.282
C4 0.42 -0.89 2.73  -0.281
C5 1.66 -0.18 3.51  -0.310
N2 1.19 0.69 4.59  -0.051
H1 -5.01 0.01 4.09  0.056
H2 -4.58 -0.04 2.37  0.051
H3 -3.58 0.94 3.49  0.061
H4 -2.98 -1.26 4.50  0.055
H5 -1.93 -2.04 2.16  0.072
H6 -2.33 -0.26 1.95  0.068
H7 -0.84 -1.53 4.38  0.021
H8 0.29 -0.45 1.72  0.059
H9 0.71 -1.97 2.65  0.064
H10 2.34 0.33 2.80  0.065
H11 2.26 -0.98 3.99  0.074
H12 1.37 1.67 4.42  0.037
H13 1.50 0.40 5.50  0.038
N3 -0.16 2.00 -2.04  0.004
C6 0.97 2.14 -2.80  -0.156
C7 2.05 1.90 -1.99  -0.122
C8 1.55 1.61 -0.69  -0.103
C9 0.18 1.67 -0.75  -0.128
H14 -1.10 2.12 -2.37  0.120
H15 0.90 2.39 -3.84  0.085
H16 3.08 1.94 -2.29  0.081
H17 2.13 1.37 0.19  0.086
H18 -0.57 1.52 0.00  0.105
N4 2.16 1.36 -6.25  -0.002
C10 2.42 0.04 -6.02  -0.138
C11 1.60 -0.70 -6.83  -0.113
C12 0.81 0.21 -7.57  -0.118
C13 1.17 1.47 -7.19  -0.150
H19 2.61 2.13 -5.79  0.136
H20 3.17 -0.26 -5.30  0.108
H21 1.57 -1.78 -6.88  0.089
H22 0.05 -0.04 -8.30  0.086
H23 0.82 2.44 -7.51  0.101
N5 4.83 -2.99 2.79  0.003
C14 5.03 -4.32 3.04  -0.159
C15 4.11 -5.03 2.32  -0.123
C16 3.32 -4.09 1.60  -0.109
C17 3.79 -2.84 1.91  -0.139
H24 5.36 -2.24 3.19  0.138
H25 5.82 -4.65 3.70  0.096
H26 4.01 -6.10 2.30  0.083
H27 2.49 -4.30 0.94  0.090
H28 3.47 -1.86 1.59  0.104
N6 -4.41 3.43 -0.82  0.000
C18 -5.71 3.03 -0.68  -0.149
C19 -5.73 1.66 -0.60  -0.110
C20 -4.39 1.22 -0.68  -0.100
C21 -3.60 2.33 -0.82  -0.134
H29 -4.10 4.38 -0.91  0.139
H30 -6.51 3.76 -0.66  0.099
H31 -6.61 1.05 -0.48  0.089
H32 -4.04 0.20 -0.64  0.097
H33 -2.53 2.43 -0.91  0.074



5.
A 13-piece molecular cluster, C22H20Cl36F3NO4S overall, computed with ωB97M-V with the def2-TZVPD basis set.

* E_HOMO: -10.3 eV
* multiplicity: 1
* Kohn-Sham gap: 8.0 eV
* charge: 0

Last column: Löwdin charge in e.
Cartesian coordinates (Å):
C1 1.07 -6.75 0.51  -0.028
C2 1.74 -6.67 -0.94  -0.281
C3 3.00 -7.67 -1.18  -0.031
N1 1.34 -5.89 -1.94  0.117
C4 -0.01 -5.34 -1.66  -0.131
C5 -0.26 -4.10 -1.02  -0.130
S1 1.17 -3.05 -0.52  0.855
O1 1.76 -3.50 0.79  -0.319
O2 0.66 -1.63 -0.35  -0.323
C6 2.49 -2.96 -1.85  -0.446
F1 1.83 -3.18 -3.09  0.058
F2 3.51 -3.91 -1.69  0.087
F3 3.04 -1.66 -1.92  -0.138
C7 -1.80 -3.71 -0.77  -0.428
O3 -2.17 -2.52 -0.57  -0.085
C8 -2.92 -4.87 -0.75  -0.009
C9 -2.69 -6.11 -1.42  0.045
C10 -1.26 -6.25 -2.15  -0.222
O4 -1.12 -7.07 -3.08  0.056
H1 0.70 -5.76 0.92  0.067
H2 0.19 -7.48 0.47  0.097
H3 1.90 -7.12 1.22  0.102
H4 2.60 -8.70 -0.83  0.082
H5 3.80 -7.36 -0.42  0.091
H6 3.36 -7.67 -2.26  0.089
H7 -3.92 -4.74 -0.22  0.123
H8 -3.45 -6.95 -1.47  0.129
C11 -1.23 -10.49 -2.97  -1.551
Cl1 -0.58 -11.08 -4.50  0.528
Cl2 -2.71 -11.37 -2.54  0.518
Cl3 -0.03 -10.64 -1.68  0.510
H9 -1.48 -9.44 -3.08  -0.020
C12 -1.75 -2.25 2.89  -1.440
Cl4 -1.00 -3.05 4.29  0.540
Cl5 -2.11 -3.42 1.62  0.756
Cl6 -3.22 -1.39 3.38  0.520
H10 -1.04 -1.52 2.50  0.030
C13 -1.60 -0.08 6.99  -1.558
Cl7 -1.88 1.66 7.17  0.495
Cl8 0.13 -0.44 7.09  0.514
Cl9 -2.50 -0.99 8.21  0.524
H11 -1.95 -0.38 6.01  -0.039
C14 -1.71 3.54 3.37  -1.508
Cl10 -1.83 4.59 4.79  0.504
Cl11 -1.90 1.85 3.83  0.511
Cl12 -2.91 4.00 2.16  0.519
H12 -0.71 3.67 2.94  0.024
C15 4.65 1.10 -4.25  -1.534
Cl13 3.80 0.05 -3.11  0.682
Cl14 6.10 1.80 -3.50  0.525
Cl15 5.09 0.21 -5.72  0.526
H13 3.99 1.92 -4.53  -0.101
C16 1.92 4.57 -4.97  -1.529
Cl16 1.44 3.74 -3.48  0.515
Cl17 2.04 6.31 -4.70  0.520
Cl18 3.46 3.93 -5.56  0.572
H14 1.16 4.39 -5.72  -0.028
C17 -6.18 2.24 3.78  -1.524
Cl19 -6.37 3.03 5.36  0.517
Cl20 -6.16 0.48 3.97  0.510
Cl21 -7.47 2.74 2.68  0.493
H15 -5.23 2.55 3.36  -0.029
C18 6.32 5.52 -2.17  -1.532
Cl22 4.71 5.84 -2.83  0.501
Cl23 7.26 7.01 -2.07  0.499
Cl24 6.19 4.76 -0.57  0.517
H16 6.83 4.83 -2.83  -0.001
C19 -1.34 8.49 3.53  -1.527
Cl25 -1.84 7.04 2.63  0.491
Cl26 -2.76 9.39 4.09  0.523
Cl27 -0.31 8.04 4.90  0.514
H17 -0.77 9.13 2.87  0.015
C20 -10.38 5.29 2.97  -1.527
Cl28 -9.73 4.68 1.43  0.495
Cl29 -11.87 4.43 3.39  0.521
Cl30 -9.19 5.13 4.26  0.499
H18 -10.61 6.34 2.85  0.015
C21 11.12 7.26 -0.45  -1.541
Cl31 11.76 6.69 -2.00  0.515
Cl32 9.65 6.36 -0.03  0.490
Cl33 12.33 7.10 0.82  0.517
H19 10.86 8.31 -0.55  0.016
C22 -2.63 3.71 -4.06  -1.522
Cl34 -4.09 4.70 -3.90  0.528
Cl35 -1.49 4.47 -5.19  0.540
Cl36 -1.88 3.46 -2.48  0.512
H20 -2.92 2.74 -4.46  0.018



6.
An isolated ion of composition C4H8NO and charge +1, computed with ωB97M-V with the def2-TZVPD basis set.

* E_HOMO: -15.8 eV
* multiplicity: 1
* Kohn-Sham gap: 11.2 eV
* energy relative to the best compared isomer or geometry (same formula, charge and spin): 3.579 eV
* charge: +1

Last column: Löwdin charge in e.
Cartesian coordinates (Å):
C1 -0.35 0.33 1.12  0.156
C2 1.14 1.54 -0.65  -0.033
C3 -0.17 1.21 -0.11  -0.192
C4 -0.72 -1.60 -0.29  -0.171
N1 -0.63 -0.15 0.02  0.050
O1 -0.39 -2.07 0.93  0.013
H1 -0.18 0.26 2.22  0.196
H2 1.66 2.33 -0.09  0.110
H3 1.85 0.59 -0.83  0.156
H4 0.97 1.93 -1.57  0.045
H5 -0.98 2.02 -0.15  0.181
H6 -0.43 -2.98 1.21  0.139
H7 0.03 -1.83 -1.14  0.176
H8 -1.81 -1.57 -0.67  0.176



Q: What is the charge in the first record?
A: 0